C47H42BrGeMgN3O5S4 | the ωB97M-V functional and the def2-TZVPD basis

gap between HOMO and LUMO	5.760	eV
HOMO energy	-0.0784	Eh
LUMO level	3.63	eV
total charge	-2
max |F|	0.42	eV/Å
DFT total energy	-8800.77223	hartree

Geometry as XYZ:
```
104
Properties=species:S:1:pos:R:3:forces:R:3
Mg -0.064476 2.965760 -0.680797 0.20 0.08 0.05
C -3.642882 3.404687 1.944339 0.05 0.02 0.04
C -2.749626 3.316911 0.730674 -0.03 0.11 -0.05
N -1.475883 3.507273 0.807347 -0.23 -0.15 0.07
N -1.012476 3.753883 2.094590 -0.26 -0.10 0.07
C 0.252795 3.953882 2.208854 0.26 0.09 0.12
S 1.511278 4.096403 1.067138 0.05 -0.03 -0.15
S 0.735942 4.061378 3.955202 0.03 -0.01 0.13
C 0.570777 2.291327 4.348163 0.14 -0.02 -0.05
C -0.822950 1.784604 4.583041 -0.07 -0.01 -0.03
C -1.343629 0.771098 3.785560 0.05 0.06 0.02
C -2.617888 0.277335 4.026198 -0.04 0.01 -0.02
C -3.387953 0.790279 5.058297 -0.05 -0.02 -0.01
C -2.876110 1.810146 5.849551 -0.04 0.01 0.04
C -1.603996 2.301206 5.610464 -0.02 0.03 0.05
C -3.411423 3.020558 -0.556278 0.01 -0.03 0.01
C -4.776593 3.309576 -0.662005 -0.07 0.00 -0.02
C -5.523312 3.055543 -1.795468 -0.05 0.03 0.05
C -4.889307 2.461860 -2.884999 -0.01 -0.02 -0.08
C -3.554050 2.153203 -2.823887 0.04 -0.02 0.00
C -2.754218 2.425086 -1.679227 -0.01 0.02 -0.08
O -1.509031 2.113215 -1.715875 0.04 -0.02 0.17
H -3.058920 3.310432 2.851877 0.05 -0.04 0.04
H -4.404701 2.628842 1.899467 -0.03 -0.03 0.01
H -4.149871 4.372398 1.970485 0.01 0.04 0.01
H 1.177163 2.135956 5.245023 0.00 0.05 -0.01
H 1.039312 1.730992 3.536586 0.02 0.02 -0.01
H -0.756879 0.378339 2.963455 0.00 -0.03 -0.07
H -3.012499 -0.497243 3.382587 -0.03 -0.06 -0.04
H -4.387313 0.411921 5.235767 -0.02 -0.01 0.00
H -3.475035 2.229422 6.649090 -0.02 0.01 0.02
H -1.216800 3.115344 6.210444 0.03 0.05 0.02
H -5.275141 3.768013 0.180524 -0.02 0.03 0.02
H -6.573794 3.314770 -1.830539 -0.02 0.01 0.00
H -5.446548 2.247864 -3.790493 -0.02 -0.01 -0.03
H -3.044139 1.702974 -3.666113 0.02 -0.05 -0.05
S 1.799730 1.728222 -2.656950 0.11 0.19 -0.02
C 1.224134 0.271228 -3.142388 -0.08 -0.18 0.04
N 1.942676 -0.614597 -3.878213 0.08 0.10 -0.02
C 1.425916 -1.965333 -3.959559 0.00 -0.07 0.03
C -0.081825 -1.784578 -3.903536 -0.02 -0.06 0.09
S -0.358618 -0.376117 -2.777896 0.07 -0.14 -0.05
H 2.927366 -0.417261 -3.967001 -0.03 -0.01 0.00
H 1.780495 -2.578500 -3.116714 -0.03 0.08 -0.07
H 1.743937 -2.436337 -4.892686 -0.01 0.01 0.04
H -0.587885 -2.667020 -3.517927 -0.02 0.00 0.04
H -0.482986 -1.541153 -4.888578 0.00 0.05 0.02
O 0.558624 -0.630033 1.526641 -0.19 -0.38 0.01
C 0.992349 0.292460 0.796405 0.29 0.18 0.00
O 0.327470 1.245600 0.352090 -0.25 -0.04 -0.13
C 2.485694 0.207150 0.507153 0.02 0.06 0.07
C 2.877500 -1.159553 -0.026112 0.10 -0.22 0.06
Ge 2.046710 -2.712501 0.859632 0.07 0.14 0.05
C 3.023241 -4.244365 -0.011393 -0.06 0.09 0.07
C 2.506911 -5.538695 0.066261 -0.03 -0.03 0.03
C 3.149696 -6.619866 -0.518342 -0.03 -0.07 0.01
C 4.335946 -6.430900 -1.212824 0.02 -0.06 -0.03
C 4.867888 -5.155745 -1.309464 0.08 0.00 -0.04
C 4.217434 -4.083241 -0.712121 0.03 0.07 -0.01
C 2.554516 -2.845821 2.757478 -0.13 0.05 -0.10
C 3.439487 -3.831523 3.186186 0.05 -0.09 -0.06
C 3.812163 -3.934608 4.518760 0.05 -0.04 0.06
C 3.298853 -3.049363 5.453022 0.00 0.01 0.05
C 2.415040 -2.061951 5.043697 0.00 0.01 0.04
C 2.048022 -1.959805 3.709685 -0.05 0.07 0.04
C 0.199839 -3.298253 0.551824 0.13 0.11 0.02
C -0.193039 -3.711218 -0.714149 0.00 -0.03 -0.08
C -1.492243 -4.127563 -0.968158 -0.01 0.00 -0.04
C -2.416943 -4.160403 0.062415 -0.07 -0.01 -0.01
C -2.034172 -3.770931 1.338015 -0.07 0.00 0.04
C -0.741031 -3.333790 1.576108 0.02 0.06 0.02
H 2.979886 0.361443 1.472238 -0.01 0.06 -0.01
H 2.800005 1.006076 -0.160815 -0.01 0.02 0.00
H 3.952837 -1.304374 0.122085 -0.01 -0.06 -0.10
H 2.694245 -1.244236 -1.099317 -0.07 0.05 -0.11
H 1.573027 -5.705521 0.590057 -0.05 -0.01 0.03
H 2.719987 -7.611676 -0.436557 0.00 -0.01 0.00
H 4.838862 -7.270752 -1.677245 0.00 -0.01 0.00
H 5.792919 -4.992821 -1.851420 -0.01 0.00 0.01
H 4.658686 -3.099046 -0.802593 0.02 0.05 -0.01
H 3.849402 -4.535159 2.472221 0.02 -0.03 -0.04
H 4.504368 -4.709366 4.825895 0.02 -0.02 0.01
H 3.586522 -3.127090 6.494450 0.01 0.00 0.03
H 2.005980 -1.363507 5.763238 -0.01 0.02 0.02
H 1.362790 -1.184849 3.389196 0.01 -0.01 0.01
H 0.530469 -3.713935 -1.520326 0.04 0.00 -0.08
H -1.784208 -4.419233 -1.969923 -0.01 -0.03 -0.03
H -3.435558 -4.474645 -0.129287 -0.01 -0.01 0.00
H -2.753826 -3.787833 2.147875 0.00 0.01 0.00
H -0.469513 -2.990090 2.564732 0.03 0.03 0.06
Br -0.976910 1.208769 -6.112477 -0.01 0.01 -0.05
C -0.637166 3.057889 -5.754207 0.00 -0.02 -0.10
C -0.439878 3.901129 -6.834260 -0.01 -0.05 -0.04
C -0.201499 5.244528 -6.583337 0.01 0.02 -0.01
C -0.170909 5.715223 -5.279941 -0.04 -0.03 0.08
C -0.353986 4.847945 -4.210079 -0.02 0.13 -0.01
C -0.591696 3.498332 -4.447655 0.02 0.00 -0.01
C -0.301620 5.384452 -2.771654 -0.03 -0.09 -0.35
O -0.527784 6.581911 -2.614017 0.02 0.21 -0.01
O -0.015718 4.519677 -1.904410 0.11 -0.12 0.25
H -0.475007 3.513904 -7.843642 0.00 0.00 -0.01
H -0.044530 5.921972 -7.413684 0.00 0.02 -0.03
H -0.013978 6.761055 -5.056666 0.01 0.05 0.00
H -0.738916 2.830957 -3.608877 -0.04 -0.05 0.03
```
Forces are in eV/Å.



C47H42ClF2GeIN4O2Tc | the ωB97M-V functional and the def2-TZVPD basis

gap between HOMO and LUMO (spin up / spin down)	6.686 / 6.682	eV
HOMO energy (spin up / spin down)	-0.3816 / -0.3816	Eh
LUMO level (spin up / spin down)	-3.70 / -3.70	eV
total charge	+1
max |F|	3.87	eV/Å
DFT total energy	-5300.76470	hartree

Geometry as XYZ:
```
101
Properties=species:S:1:pos:R:3:forces:R:3
Tc 0.018525 0.523900 -0.836959 1.48 1.83 3.08
Cl -4.235775 0.931800 4.993541 -0.12 -0.06 0.19
C -3.010375 1.099700 3.803941 0.25 0.02 -0.22
C -1.665675 1.009600 4.153341 -0.28 0.03 -0.16
C -0.687075 1.215100 3.198541 0.20 0.09 -0.47
C -1.034175 1.471000 1.882641 -1.12 -0.17 0.73
O -0.107375 1.857600 0.917841 -1.08 0.44 -0.54
C -2.390675 1.462900 1.502241 0.79 0.04 0.43
C -2.815675 1.573500 0.125241 -0.08 -0.15 -0.37
N -2.116475 1.152700 -0.864159 0.35 -0.35 0.77
C -2.575275 1.328400 -2.168059 -0.64 0.29 -1.04
C -3.852275 1.048100 -2.600359 0.52 0.06 0.39
C -4.213275 1.284900 -3.932259 0.11 0.18 -0.37
C -3.317575 1.834900 -4.808559 -0.23 -0.05 0.04
C -2.004275 2.150500 -4.399759 0.16 -0.18 0.39
C -1.036275 2.739700 -5.243159 0.25 -0.05 0.24
C 0.227025 2.955900 -4.758259 -0.28 0.02 -0.24
C 0.540225 2.542500 -3.456159 0.08 0.02 0.18
N -0.334375 1.998800 -2.644659 0.32 -0.34 0.51
C -1.608175 1.836200 -3.077659 -0.55 0.14 -0.49
C -3.368975 1.323700 2.486641 0.21 -0.04 -0.02
H -1.377775 0.797200 5.170241 -0.02 0.01 0.13
H 0.353725 1.183200 3.476341 -0.05 0.00 0.10
H -3.798375 2.018000 -0.044659 0.07 0.00 -0.16
H -4.576475 0.614600 -1.926959 -0.04 -0.04 0.16
H -5.214475 1.042500 -4.253359 -0.04 -0.05 -0.07
H -3.599375 2.016500 -5.832959 -0.07 0.08 -0.15
H -1.304875 3.010000 -6.253059 -0.01 0.03 -0.12
H 0.993925 3.412300 -5.361459 0.07 0.05 -0.09
H 1.540125 2.660700 -3.061459 0.13 -0.04 -0.03
H -4.407175 1.368300 2.196841 -0.16 -0.01 0.07
F 0.407125 -1.092000 1.699941 0.26 0.06 0.57
C -0.317375 -1.115400 0.532241 -0.47 0.76 -0.54
F -0.055375 -2.343800 0.007241 0.04 -0.54 -0.28
H -1.368175 -1.154200 0.879541 0.07 -0.01 -0.17
C -3.816975 -2.518500 0.505641 0.19 -0.25 -0.04
C -3.030475 -3.580900 -0.267059 0.11 0.31 0.19
N -3.654775 -3.884800 -1.535659 -0.18 -0.20 0.13
C -4.776575 -4.811800 -1.450259 -0.24 -0.21 -0.20
C -4.292375 -6.244900 -1.266459 -0.05 0.22 -0.02
C -3.250775 -3.503300 -2.763959 0.08 0.24 0.05
O -3.858175 -3.803300 -3.778359 0.04 -0.13 -0.25
C -1.988175 -2.692200 -2.935659 0.17 0.20 -0.12
C -1.188775 -3.021900 -4.033359 -0.02 0.23 0.20
C -0.103475 -2.223700 -4.328959 -0.20 0.00 0.06
C 0.194925 -1.155900 -3.499359 0.05 0.10 -0.28
N -0.526075 -0.855300 -2.416959 0.12 -0.33 -0.26
C -1.624275 -1.589500 -2.184959 -0.26 -0.52 0.01
H -3.277775 -2.245300 1.408141 0.03 0.10 0.16
H -4.790575 -2.896900 0.802941 -0.13 -0.01 0.03
H -3.981375 -1.631400 -0.103259 0.03 0.18 -0.06
H -3.003075 -4.493600 0.332441 0.10 0.02 -0.08
H -1.999575 -3.276300 -0.424859 -0.03 -0.06 0.07
H -5.349075 -4.729300 -2.374859 0.01 0.05 0.20
H -5.407575 -4.514900 -0.610259 -0.04 0.03 -0.08
H -3.604575 -6.505300 -2.065459 0.05 -0.10 -0.12
H -5.136475 -6.925000 -1.293059 -0.11 -0.15 0.00
H -3.784175 -6.376000 -0.314559 0.06 -0.07 0.08
H -1.454975 -3.875400 -4.637259 -0.03 -0.03 -0.10
H 0.520225 -2.424800 -5.183659 0.11 0.00 -0.07
H 1.026425 -0.508600 -3.739359 0.03 -0.04 0.18
H -2.248375 -1.271000 -1.364959 0.07 -0.04 0.17
I 2.655125 -2.162800 -1.693059 0.05 0.20 0.02
C 2.109225 -0.081000 -1.417859 -0.72 -0.04 0.25
H 2.364325 0.371300 -2.379159 -0.04 0.04 0.01
H 2.874825 0.251000 -0.721659 -0.02 0.01 -0.05
C 1.057125 1.234500 0.650641 0.48 -2.12 -2.12
Ge 2.721025 1.153900 1.813541 0.66 0.14 0.14
C 3.353325 -0.700500 2.126041 -0.28 0.93 -0.14
C 2.825025 -1.439600 3.175741 -0.12 -0.06 0.08
C 3.283325 -2.719400 3.432041 -0.12 0.01 0.12
C 4.269025 -3.276800 2.633841 0.03 0.00 0.00
C 4.803925 -2.543100 1.590441 0.07 -0.09 -0.01
C 4.351125 -1.259000 1.340141 0.05 0.22 -0.02
C 2.410025 2.145900 3.516541 0.20 -0.41 -0.66
C 2.847225 1.619700 4.726041 0.05 -0.24 -0.20
C 2.685525 2.329500 5.902641 -0.02 0.07 0.18
C 2.111025 3.589600 5.878441 0.02 -0.07 0.05
C 1.709525 4.139700 4.671441 -0.10 0.16 -0.01
C 1.850925 3.419300 3.500441 0.01 -0.06 -0.22
C 3.996625 2.262900 0.789741 -0.50 -0.44 0.31
C 5.358525 2.144600 1.033241 -0.04 -0.17 0.13
C 6.253425 3.023500 0.451041 0.10 0.05 0.00
C 5.788225 4.048500 -0.355259 0.06 0.03 -0.04
C 4.431725 4.172900 -0.607059 -0.01 0.14 -0.11
C 3.541425 3.276200 -0.045259 -0.19 -0.13 0.03
H 2.032825 -1.025100 3.784841 -0.04 -0.03 0.07
H 2.866025 -3.279400 4.256341 -0.03 -0.07 0.03
H 4.616325 -4.281100 2.826541 0.04 -0.06 0.02
H 5.570225 -2.973500 0.964441 0.08 -0.03 -0.08
H 4.783125 -0.690700 0.529441 0.05 0.02 -0.14
H 3.324125 0.649400 4.741941 0.02 -0.06 0.10
H 3.012725 1.898600 6.837341 0.05 -0.01 0.08
H 1.982825 4.143100 6.795941 0.01 0.07 0.08
H 1.289725 5.134800 4.642841 -0.06 0.06 0.01
H 1.528725 3.850000 2.560441 -0.04 0.12 -0.05
H 5.717525 1.363900 1.691641 0.10 -0.03 0.02
H 7.311225 2.916500 0.637241 0.10 0.01 0.03
H 6.483725 4.754200 -0.782659 0.07 0.06 -0.07
H 4.070725 4.978600 -1.231259 -0.02 0.03 -0.05
H 2.478025 3.360400 -0.246759 -0.01 0.11 -0.05
```
Forces are in eV/Å.